ORCA calculation (the ωB97M-V functional and the def2-TZVPD basis) on one molecule with the formula C28H19Cl2NO.

```
51
Properties=species:S:1:pos:R:3:forces:R:3
Cl -5.796767 3.076975 -2.603487 -0.4 0.2 -0.2
C -4.228962 2.455108 -2.337917 1.8 -0.6 1.0
C -4.002834 1.067173 -2.345519 0.6 0.8 0.1
C -2.739422 0.559498 -2.032953 0.4 0.4 0.1
C -1.669190 1.382119 -1.595797 -0.9 0.3 -0.1
C -0.353237 0.751998 -1.209054 0.2 -3.0 0.2
C 0.924318 1.379268 -1.701484 0.7 0.5 -0.5
C 2.047252 0.538325 -1.828353 -0.1 0.1 0.4
C 3.329021 1.019325 -2.043240 -0.1 0.9 -0.2
C 3.534444 2.391750 -2.263562 -1.5 -0.6 1.0
Cl 5.123750 3.017859 -2.305609 0.5 0.2 -0.2
C 2.423584 3.244877 -2.267889 0.1 -0.7 -0.1
C 1.127601 2.734547 -2.071066 0.4 -0.3 0.4
C -1.929211 2.772011 -1.558264 -0.5 -0.1 0.1
C -3.175879 3.307486 -1.938654 -0.1 -0.8 0.0
H -4.827119 0.403377 -2.522809 -0.1 -0.2 -0.3
H -2.575604 -0.516163 -2.116366 -0.1 0.2 0.2
H -0.355531 -0.353938 -1.579122 -0.1 1.9 0.4
H 1.915308 -0.534864 -1.712965 0.1 0.2 0.2
H 4.179081 0.366993 -1.961737 0.2 -0.2 -0.2
H 2.588132 4.312152 -2.365482 -0.2 -0.1 -0.3
H 0.305452 3.430885 -2.223073 0.3 -0.3 0.3
H -1.188015 3.472726 -1.172952 -0.4 -0.3 0.0
H -3.364550 4.374959 -1.840436 0.1 -0.2 -0.1
C 3.628806 -1.580009 1.786750 -0.8 0.2 -0.1
C 2.648271 -2.244791 1.040837 -0.3 0.3 -0.5
C 1.451463 -1.596823 0.652126 0.3 -0.2 0.2
C 1.103705 -0.287730 1.076485 2.8 -1.2 -0.7
C -0.175457 0.301504 0.589465 -1.1 1.6 -0.2
C -1.417553 -0.523904 1.053813 -1.8 -0.3 -0.2
O -2.531450 -0.090933 0.817016 1.0 0.0 0.0
C -1.387420 -1.878714 1.757351 0.3 -0.3 0.0
C -0.665865 -2.159248 2.917291 0.5 -0.3 0.1
C -0.602856 -3.463398 3.431111 -0.5 -0.1 0.2
C -1.367809 -4.495944 2.866775 0.4 0.4 -0.5
C -2.119236 -4.208409 1.721586 -0.2 -0.1 0.2
C -2.158262 -2.913421 1.205240 0.1 0.0 -0.3
C -0.358950 1.627539 1.183468 0.1 5.2 2.2
N -0.396073 2.734995 1.648083 0.1 -5.1 -2.2
C 2.136317 0.372904 1.794947 0.0 0.3 0.0
C 3.341843 -0.269210 2.171847 0.0 0.3 -0.2
H 4.598497 -2.053460 2.002319 -0.6 0.3 0.0
H 2.860743 -3.262942 0.697180 -0.3 0.4 0.0
H 0.796158 -2.108921 -0.064738 0.1 0.0 0.5
H -0.114924 -1.367163 3.425808 0.0 -0.2 -0.2
H 0.043497 -3.697208 4.284513 -0.4 0.3 -0.2
H -1.331799 -5.518310 3.264542 0.0 0.5 -0.2
H -2.675491 -5.011844 1.218219 0.2 0.5 0.3
H -2.783419 -2.707420 0.338652 0.2 0.0 0.1
H 2.068099 1.456781 1.996614 -0.3 -0.7 0.1
H 4.117519 0.291654 2.720480 -0.6 -0.2 -0.4
```
Positions in Å, forces in eV/Å.

Values from the calculation:
SMILES = N#C[C@](C(=O)c1ccccc1)(c1ccccc1)C(c1ccc(Cl)cc1)c1ccc(Cl)cc1
Spin multiplicity = 1
E_LUMO = -0.40 eV
HOMO-LUMO gap = 0.308 hartree

---

ORCA calculation (the ωB97M-V functional and the def2-TZVPD basis) on C4H8NO2 as an isolated structure.

```
15
Properties=species:S:1:pos:R:3:forces:R:3
C -1.463141 -0.123572 1.221556 1.0 0.4 1.2
N -0.086942 -0.559698 1.174924 -0.2 -1.0 -1.3
C 0.073881 1.206587 -0.750149 0.3 -1.0 0.4
C 0.699342 0.062280 0.128894 0.1 1.8 1.0
C 1.340291 -0.912475 -0.827527 2.1 4.1 1.0
O 0.419000 -1.664644 -1.391207 0.2 -3.0 1.2
O 2.535717 -1.025356 -0.964167 0.4 -0.3 -0.7
H -1.465981 0.918305 1.628536 -0.6 0.1 -0.3
H -2.090572 -0.133556 0.312251 0.0 -0.2 0.0
H -1.935617 -0.693518 2.034024 -0.3 -0.1 -0.4
H 0.615080 -2.074481 -0.423057 -3.1 -1.2 -1.4
H -0.765348 0.846822 -1.344341 -0.2 0.2 0.2
H 0.835796 1.561681 -1.449871 0.0 0.2 0.1
H -0.192496 1.967844 -0.021361 -0.3 0.3 -0.4
H 1.480987 0.623782 0.671496 0.7 -0.3 -0.5
```
Positions in Å, forces in eV/Å.

Values from the calculation:
Spin multiplicity = 1
E_LUMO = 4.15 eV
Total charge = -1
HOMO-LUMO gap = 0.214 hartree

---

ORCA calculation (the ωB97M-V functional and the def2-TZVPD basis) on a 2-piece molecular cluster, C2H5BrO5 overall.

```
13
Properties=species:S:1:pos:R:3:forces:R:3
C 0.139268 -0.650938 -0.434771 0.9 0.4 2.0
C 0.106854 0.754073 -0.935551 -0.2 2.2 -1.5
O 0.946766 -0.520790 0.757659 -1.3 0.9 0.3
O -1.210595 -0.861401 -0.255834 -0.7 -2.1 1.5
O 0.746850 -1.547358 -1.211053 0.0 -1.8 -1.3
O 0.654391 1.169811 -1.915786 1.0 -0.7 -0.6
O -0.679670 1.574828 -0.244178 -0.4 -1.2 1.5
Br -0.916391 0.995231 3.404672 0.3 -0.2 -1.4
H 1.468958 -1.283436 1.016873 -0.2 -0.5 -0.6
H -1.468720 -1.644928 0.319687 0.9 1.2 -1.1
H 1.323147 -1.212089 -1.906628 -0.2 0.6 0.1
H -0.565274 0.770582 1.970134 -0.3 0.2 1.5
H -0.545585 2.456417 -0.565224 0.2 0.9 -0.5
```
Positions in Å, forces in eV/Å.

Values from the calculation:
SMILES = O=C(O)C(O)(O)O.Br
Spin multiplicity = 1
E_LUMO = 0.39 eV
HOMO-LUMO gap = 0.400 hartree

---

ORCA calculation (the ωB97M-V functional and the def2-TZVPD basis) on C4H10O as an isolated structure.

```
15
Properties=species:S:1:pos:R:3:forces:R:3
C -1.278655 0.209948 0.750565 -0.2 0.1 -0.3
C -0.130660 0.091851 -0.083292 -0.3 0.1 -0.1
C 0.600279 1.328199 -0.525359 0.0 0.0 0.0
C 0.049425 -1.135668 -0.934783 0.0 0.0 0.0
O 0.975689 -0.331146 1.457015 0.0 -0.3 0.2
H -2.036421 -0.569310 0.679269 0.1 0.1 0.0
H -0.250694 -0.140990 1.632122 0.3 -0.1 0.0
H -1.651787 1.212078 0.954885 0.1 -0.1 0.0
H 0.590340 2.084146 0.263478 0.0 -0.1 -0.1
H 1.636591 1.111607 -0.795658 -0.2 0.0 0.0
H 0.085434 1.739948 -1.403596 0.0 -0.1 0.1
H -0.498235 -0.982150 -1.873892 0.1 0.0 0.1
H 1.100015 -1.315872 -1.179042 -0.1 0.1 0.0
H -0.367557 -2.022392 -0.447444 0.0 0.2 -0.1
H 1.176236 -1.280249 1.505732 0.0 0.2 0.1
```
Positions in Å, forces in eV/Å.

Values from the calculation:
Spin multiplicity = 1
E_LUMO = 0.88 eV
HOMO-LUMO gap = 0.340 hartree

---

ORCA calculation (the ωB97M-V functional and the def2-TZVPD basis) on C4H6CsO4 as an isolated structure.

```
15
Properties=species:S:1:pos:R:3:forces:R:3
O -0.177837 1.522355 -1.647781 0.1 -0.7 0.0
C -1.412976 1.459654 -1.507335 0.4 -0.2 0.7
H -1.783282 1.021674 -0.570783 0.1 -0.2 -0.4
H -3.103667 2.554744 -2.050729 0.2 -0.1 -0.3
C -2.314651 1.965494 -2.544273 -0.4 0.4 0.1
H -1.786363 2.565032 -3.291016 -0.2 -0.2 0.1
H -2.826806 1.105164 -3.003433 0.2 0.2 0.0
O 0.616148 0.750916 -0.737071 -0.3 0.8 -0.1
Cs 4.134595 1.920256 0.642540 -0.4 -0.3 -0.1
H 0.713393 -1.066944 2.294999 0.2 -0.1 0.4
O 2.522838 -1.507066 1.519729 0.0 0.2 0.8
O 0.237065 -3.563854 3.004360 0.4 0.1 -0.4
C 1.573017 -1.764987 2.226876 -0.3 -0.1 -1.8
C 1.345014 -3.187152 2.728640 -0.1 0.1 1.4
H 2.263512 -3.775280 2.935283 -0.2 -0.1 -0.4
```
Positions in Å, forces in eV/Å.

Values from the calculation:
Spin multiplicity = 1
E_LUMO = -3.41 eV
Total charge = +1
HOMO-LUMO gap = 0.322 hartree

---

ORCA calculation (the ωB97M-V functional and the def2-TZVPD basis) on a 2-piece molecular cluster, C21H26ClFN3O4 overall.

```
56
Properties=species:S:1:pos:R:3:forces:R:3
Cl -2.540355 0.677666 6.360217 -0.2 0.4 -0.8
C -2.931176 1.535891 4.839438 0.0 -0.2 0.7
N -2.129189 1.042938 3.672557 0.1 -0.2 -0.1
C -0.625729 1.276814 3.861463 -1.2 0.5 1.3
C 0.087541 0.841287 2.630013 0.7 -0.7 -1.9
N -0.922531 0.405300 1.621911 -0.2 -0.1 0.5
F -0.144467 0.005203 0.317925 -0.1 0.2 0.3
C -1.891322 1.477582 1.266818 1.1 -0.8 -1.4
C -2.606514 1.880061 2.505799 -0.7 0.5 1.2
C -1.630291 -0.805877 2.128422 1.2 -0.2 -1.7
C -2.401237 -0.430871 3.345339 -0.8 0.9 1.5
H -3.991280 1.368320 4.587603 0.5 0.2 0.3
H -2.690998 2.606023 4.951410 -0.2 -0.5 0.1
H -0.505153 2.358566 4.027525 -0.1 -0.4 0.2
H -0.331547 0.704244 4.753457 -0.1 0.4 -0.3
H 0.681271 1.630025 2.171557 0.0 0.1 0.0
H 0.736351 -0.018354 2.795518 0.0 0.1 0.0
H -1.337874 2.295860 0.816749 0.1 0.2 -0.1
H -2.555781 1.055611 0.517574 0.0 0.0 -0.1
H -3.688014 1.699245 2.424240 0.3 0.3 0.0
H -2.401688 2.927182 2.772732 -0.2 -0.3 -0.2
H -2.256937 -1.159656 1.312750 -0.1 0.0 0.0
H -0.864006 -1.556555 2.316271 0.0 0.0 0.0
H -2.108989 -1.008932 4.233655 -0.3 0.2 -0.3
H -3.484167 -0.502466 3.160902 0.4 0.0 0.3
C 0.348909 -2.729992 -1.293116 -0.2 0.2 0.2
C 1.085147 -3.541445 -2.350468 0.4 -0.7 -0.8
C 0.766356 -5.041351 -2.282919 0.2 0.5 0.0
O 0.718956 -3.113018 -3.678468 -0.2 0.2 0.7
C 1.069369 -1.816163 -3.954731 0.0 0.3 0.2
O 0.612584 -1.268875 -4.942935 0.0 -0.5 0.5
C 2.044119 -1.207188 -3.037089 0.2 -1.6 -0.8
C 2.706441 -0.054045 -3.659935 0.4 1.1 -0.6
C 2.193763 1.227108 -3.072676 0.2 -0.3 0.6
C 2.766154 1.644812 -1.859892 -0.9 0.4 0.1
C 2.061181 2.536588 -1.055037 0.4 -0.3 0.1
C 0.832538 3.052455 -1.492157 -0.1 0.0 -0.1
C 0.067180 3.898256 -0.609242 -0.9 1.3 1.1
N -0.545849 4.587352 0.120172 1.1 -1.8 -1.3
C 0.329378 2.709242 -2.760636 -0.2 0.1 0.1
C 1.021602 1.804700 -3.555309 -0.4 0.1 0.1
C 2.976711 -2.133724 -2.392841 0.0 0.5 0.1
O 4.114606 -1.845938 -2.064095 -0.6 -0.5 0.1
O 2.513076 -3.414082 -2.208151 -0.6 0.3 0.4
H 0.594475 -1.661524 -1.391702 -0.2 -0.7 0.1
H -0.730190 -2.861635 -1.429463 0.1 -0.1 0.1
H 0.655634 -3.075818 -0.300347 -0.1 -0.1 -0.1
H 1.301235 -5.587839 -3.066376 -0.1 0.3 0.1
H 1.067572 -5.436277 -1.310846 0.0 0.1 -0.1
H -0.306259 -5.194458 -2.419337 0.1 0.1 0.0
H 3.771767 -0.156809 -3.459883 0.1 0.2 -0.3
H 2.429528 -0.115644 -4.717084 0.5 0.4 0.0
H 3.678122 1.163992 -1.517709 -0.1 0.1 0.0
H 2.427395 2.783706 -0.054781 0.0 0.1 -0.4
H -0.643239 3.105241 -3.071418 0.4 -0.1 0.0
H 0.605818 1.437272 -4.503380 0.2 0.2 0.5
```
Positions in Å, forces in eV/Å.

Values from the calculation:
Spin multiplicity = 1
E_LUMO = -5.87 eV
Total charge = +1
HOMO-LUMO gap = 0.105 hartree